[1]
Formula: C4H5N3
Source: OMol25
Level of theory: ωB97M-V/def2-TZVPD

Summary:
**Orbital gap**: 10.706 eV
**Maximum force**: 0.4 eV Å⁻¹
**LUMO level**: 0.94 eV
**HOMO level**: -9.77 eV
**ΔE to the lowest compared entry with this formula, charge and spin**: 371.7 kJ/mol
**Electronic energy**: -319.570647 Ha

```
12
Properties=species:S:1:pos:R:3:forces:R:3
N -1.76439 0.16372 -0.78025 -0.080 0.079 -0.171
C -0.49653 0.05067 -0.28624 -0.226 -0.037 0.178
C 0.17311 -0.82939 0.75182 -0.137 -0.225 0.274
N 1.50485 -1.21443 0.35134 0.041 0.345 -0.186
C 1.85071 -0.19657 -0.33617 0.065 -0.203 -0.041
N 0.85569 0.83157 -0.43924 0.195 0.019 -0.186
C 0.09600 0.68044 0.82513 -0.190 0.087 0.272
H -2.28816 0.99290 -0.55280 0.048 -0.100 -0.179
H -2.09338 -0.38974 -1.55309 0.253 0.142 -0.010
H -0.44301 -1.49921 1.34190 0.213 0.122 0.081
H 2.82114 -0.06888 -0.80695 -0.245 -0.045 -0.079
H -0.21603 1.47893 1.48455 0.064 -0.183 0.046
```
Positions in Å, forces in eV/Å.


[2]
Formula: C4H5N3
Source: OMol25
Level of theory: ωB97M-V/def2-TZVPD

Summary:
**Orbital gap**: 9.407 eV
**Maximum force**: 2.4 eV Å⁻¹
**LUMO level**: 0.57 eV
**HOMO level**: -8.83 eV
**ΔE to the lowest compared entry with this formula, charge and spin**: 370.2 kJ/mol
**Electronic energy**: -319.571190 Ha

```
12
Properties=species:S:1:pos:R:3:forces:R:3
N -1.88506 0.42120 -0.05221 -0.075 -0.260 -0.149
C -0.47942 0.04742 -0.03532 -0.231 -0.304 -0.086
C 0.25204 1.19208 0.25187 -0.586 -0.564 0.197
N 1.61346 1.10848 0.27234 -0.886 -0.027 0.148
C 2.13144 -0.12627 0.09541 -0.337 0.234 0.005
N 1.46672 -1.26959 -0.09489 -0.194 0.318 0.059
C 0.13572 -1.17482 -0.16802 -0.109 -0.141 -0.100
H -2.24275 0.64327 -0.97837 0.133 -0.194 0.079
H -2.56140 -0.16089 0.43604 0.313 0.005 0.032
H -1.18976 1.63946 0.43244 2.368 0.583 -0.100
H 3.22365 -0.25331 0.13423 -0.511 0.417 -0.010
H -0.43087 -2.09132 -0.30458 0.116 -0.068 -0.074
```
Positions in Å, forces in eV/Å.


[3]
Formula: C4H5N3
Source: OMol25
Level of theory: ωB97M-V/def2-TZVPD

Summary:
**Orbital gap**: 8.791 eV
**Maximum force**: 10.2 eV Å⁻¹
**LUMO level**: -1.34 eV
**HOMO level**: -10.13 eV
**ΔE to the lowest compared entry with this formula, charge and spin**: 469.8 kJ/mol
**Electronic energy**: -319.533272 Ha

```
12
Properties=species:S:1:pos:R:3:forces:R:3
C 2.01329 -0.26420 0.11296 4.257 -0.663 -0.774
C -0.08776 0.32492 -0.03664 2.823 2.959 -2.076
C -1.25406 1.26331 -0.03003 0.120 -5.373 0.618
C -1.80902 -0.76558 -0.02386 -9.290 -4.078 -1.278
H 1.81746 -0.62376 -0.95994 1.832 -1.440 1.372
H 1.64248 -0.89744 0.94063 0.296 0.037 -0.859
H 3.22439 0.02001 0.38579 -3.567 -0.627 -1.241
H -1.11815 2.27316 0.06972 -0.402 2.431 0.069
H -2.66584 -1.55205 -0.29166 1.960 1.364 0.943
N 1.18121 0.81432 -0.20426 -5.962 -0.959 2.788
N -2.28793 0.46309 0.12808 -0.717 5.510 0.109
N -0.65607 -1.05576 -0.09078 8.652 0.838 0.328
```
Positions in Å, forces in eV/Å.


[4]
Formula: C4H5N3O
Source: OMol25
Level of theory: ωB97M-V/def2-TZVPD

Summary:
**Orbital gap**: 8.682 eV
**Maximum force**: 6.7 eV Å⁻¹
**LUMO level**: -0.97 eV
**HOMO level**: -9.65 eV
**ΔE to the lowest compared entry with this formula, charge and spin**: 480.8 kJ/mol
**Electronic energy**: -394.784423 Ha

```
13
Properties=species:S:1:pos:R:3:forces:R:3
C 1.07409 0.85179 0.65030 6.198 1.587 -2.148
C -0.10621 0.17745 0.45097 -2.904 -0.405 0.712
C -0.42461 -0.62571 -0.62460 -3.699 0.980 4.492
C -1.82288 -1.08151 -0.36907 -2.523 0.100 -1.133
H 0.93530 0.81676 2.97714 0.662 2.610 -4.948
H 2.05670 2.03304 2.03435 -1.823 -1.356 -0.470
H -0.79259 0.58343 1.34890 0.600 -2.041 -2.603
H -0.42611 -0.67552 -2.81972 2.282 -1.946 4.473
H 1.10266 -0.58654 -1.73519 -0.228 -0.515 -0.081
N 1.14541 1.48340 1.88566 1.713 -0.891 4.644
N 0.21593 -1.12049 -1.67174 -0.025 2.217 -5.877
N -2.98861 -1.21095 -0.29346 3.025 0.035 0.019
O 2.02407 0.97912 -0.23679 -3.279 -0.375 2.921
```
Positions in Å, forces in eV/Å.


[5]
Formula: C4H5N3O
Source: OMol25
Level of theory: ωB97M-V/def2-TZVPD

Summary:
**Orbital gap**: 8.507 eV
**Maximum force**: 7.1 eV Å⁻¹
**LUMO level**: -0.66 eV
**HOMO level**: -9.17 eV
**ΔE to the lowest compared entry with this formula, charge and spin**: 608.8 kJ/mol
**Electronic energy**: -394.735694 Ha

```
13
Properties=species:S:1:pos:R:3:forces:R:3
C 1.23255 0.85219 -1.81045 0.053 2.372 1.876
C -0.80737 -0.28679 1.00004 1.233 -1.193 0.754
C -2.14666 -0.10503 1.57932 0.308 -0.993 3.679
C 0.19848 -1.35647 1.30836 3.506 -3.807 0.632
H 1.95320 1.49298 -1.07162 -0.886 -1.395 -2.651
H 0.52170 1.65669 -2.29029 1.284 -1.845 0.751
H 1.74951 0.15913 -2.61007 -1.106 1.452 2.010
H 0.98154 -1.07644 -0.71859 -2.261 4.300 0.728
H -2.27310 1.24696 1.65067 -0.818 -4.044 -0.295
N 0.50296 0.06723 -0.74627 2.279 -3.147 -1.550
N -0.37648 0.55207 0.09688 0.489 -1.108 -2.434
N 1.16202 -2.09905 1.43493 -5.625 4.274 -0.677
O -2.69834 -1.10347 2.17708 1.543 5.135 -2.824
```
Positions in Å, forces in eV/Å.


[6]
Formula: C4H5N3O
Source: OMol25
Level of theory: ωB97M-V/def2-TZVPD

Summary:
**Orbital gap**: 9.803 eV
**Maximum force**: 2.9 eV Å⁻¹
**LUMO level**: 0.77 eV
**HOMO level**: -9.03 eV
**ΔE to the lowest compared entry with this formula, charge and spin**: 239.0 kJ/mol
**Electronic energy**: -394.876522 Ha

```
13
Properties=species:S:1:pos:R:3:forces:R:3
O -2.06807 1.10447 0.57231 -0.718 0.407 0.230
C -1.18716 0.32021 0.41350 1.834 -2.256 -0.262
N -1.10388 -1.10294 0.65395 1.444 0.476 -1.085
N 0.11583 -1.69948 0.10193 -1.847 -1.211 1.061
C 0.77616 -0.68336 -0.22859 -0.341 1.301 0.600
N 0.14169 0.49456 -0.02084 -0.929 0.980 0.196
C 1.17379 1.29896 -0.69723 0.263 0.090 1.866
C 2.02098 -0.00189 -0.69145 0.985 0.318 1.624
H -1.85457 -1.76459 0.74483 -0.265 0.342 -0.033
H 0.85527 1.58447 -1.63988 -0.521 0.638 -1.962
H 1.53206 2.18173 -0.14393 -0.046 -0.535 -0.081
H 2.45188 -0.30812 -1.59285 0.688 -0.429 -1.347
H 2.78177 0.02224 0.13062 -0.548 -0.121 -0.806
```
Positions in Å, forces in eV/Å.